Entry 1:
DFT (wB97M-V/def2-TZVPD) results for a 2-piece molecular cluster, C38H51Cl2N5O5PS2 overall.

Results
lowest unoccupied orbital energy = -7.34 eV

```
! RIJCOSX wB97M-V def2-TZVPD def2/J DEFGRID3
* xyz 1 1
C 0.096 -2.394 2.099
C -0.088 -0.842 2.284
C 1.032 -0.001 1.748
C 2.314 -0.563 1.049
C 2.053 -1.445 -0.238
C 2.511 -2.957 0.001
S 3.764 -3.528 -1.228
C 4.148 -5.269 -0.812
S 4.833 -6.264 -1.948
N 3.853 -5.848 0.468
C 3.985 -5.348 1.788
C 3.512 -6.375 2.696
N 3.114 -7.526 1.951
C 3.342 -7.144 0.666
C 0.938 1.453 1.925
C -0.244 2.046 2.598
C -1.383 1.240 3.111
P -2.784 2.230 3.879
O -3.753 1.263 4.857
Cl -3.953 2.803 2.196
C -1.287 -0.243 2.956
C -2.440 -1.141 3.503
C -3.803 -0.925 2.699
C -4.933 -1.930 3.202
N -6.101 -1.139 3.617
C -7.362 -1.889 3.556
C -7.807 -2.350 2.119
C -8.842 -3.422 2.049
C -9.387 -3.925 0.776
C -8.887 -3.349 -0.483
C -7.863 -2.301 -0.440
C -7.333 -1.806 0.839
O -6.379 -0.776 0.808
C -0.025 3.597 2.642
O -0.583 4.444 3.280
N 1.019 3.770 1.663
C 0.724 4.571 0.450
C -0.744 4.424 -0.107
C -1.027 3.033 -0.800
Cl -2.811 2.904 -1.133
C 1.886 2.623 1.502
O 3.046 2.653 1.166
H -0.685 -3.001 2.618
H 1.114 -2.757 2.396
H -0.010 -2.587 0.994
H 2.912 0.334 0.703
H 2.935 -1.065 1.839
H 2.605 -1.094 -1.153
H 0.955 -1.506 -0.498
H 2.961 -3.057 1.022
H 1.649 -3.689 -0.041
H 4.350 -4.327 2.043
H 3.434 -6.350 3.805
H 3.104 -7.894 -0.128
H -3.298 1.029 5.689
H -2.236 -2.241 3.468
H -2.553 -0.883 4.600
H -4.124 0.144 2.666
H -3.558 -1.225 1.633
H -5.130 -2.671 2.379
H -4.497 -2.492 4.088
H -6.153 -0.235 3.154
H -8.175 -1.237 3.983
H -7.254 -2.783 4.229
H -9.220 -3.861 3.003
H -10.152 -4.735 0.771
H -9.280 -3.725 -1.458
H -7.497 -1.896 -1.415
H -6.710 -0.031 0.276
H 0.887 5.669 0.666
H 1.449 4.233 -0.345
H -1.556 4.636 0.638
H -0.857 5.210 -0.916
H -0.445 2.981 -1.759
H -0.719 2.149 -0.173
C 4.628 3.595 -5.710
C 3.499 2.779 -5.015
C 2.668 3.687 -4.075
C 3.391 4.060 -2.782
C 3.888 2.811 -2.062
C 4.760 1.907 -2.964
N 4.097 1.618 -4.279
O 3.198 0.783 -4.079
C 6.130 2.592 -3.182
C 5.117 0.620 -2.193
C 2.577 2.346 -6.179
H 4.440 3.722 -6.777
H 4.741 4.593 -5.285
H 5.595 3.094 -5.664
H 1.730 3.188 -3.811
H 2.387 4.601 -4.605
H 4.219 4.741 -2.990
H 2.705 4.607 -2.128
H 4.455 3.106 -1.176
H 3.022 2.246 -1.693
H 6.745 2.027 -3.887
H 6.684 2.647 -2.244
H 6.052 3.617 -3.540
H 4.237 0.073 -1.852
H 5.698 0.854 -1.301
H 5.719 -0.053 -2.810
H 3.102 1.682 -6.870
H 2.248 3.221 -6.741
H 1.673 1.841 -5.836
*
```



Entry 2:
DFT (wB97M-V/def2-TZVPD) results for one molecule with the formula C2H4N4.

Results
energy above the lowest of the compared OMol25 structures with the same formula, charge and spin = 2.752 eV
SMILES = Nc1c[nH]nn1
lowest unoccupied orbital energy = 0.97 eV

```
! RIJCOSX wB97M-V def2-TZVPD def2/J DEFGRID3
* xyz 0 1
N 1.754 0.076 0.196
C 0.497 -0.391 -0.010
C -0.400 0.617 -0.343
N -1.563 0.077 0.103
N -1.410 -1.170 0.507
N -0.143 -1.501 0.405
H 1.465 1.079 0.115
H 2.598 -0.475 0.081
H -0.338 1.182 -1.264
H -2.460 0.520 0.196
*
```



Entry 3:
DFT (wB97M-V/def2-TZVPD) results for C14H21BrN4O3S as an isolated structure.

Results
lowest unoccupied orbital energy = 0.32 eV

```
! RIJCOSX wB97M-V def2-TZVPD def2/J DEFGRID3
* xyz 0 1
C -4.743 -1.927 -1.767
N -3.684 -1.928 -0.768
S -3.427 -0.310 -0.130
O -4.456 -0.149 0.924
O -3.466 0.355 -1.338
N -2.156 -0.793 0.659
C -1.102 -0.929 -0.176
C -0.506 0.593 -0.878
N -0.172 1.364 0.338
C 0.553 2.548 0.057
C 1.909 2.580 -0.340
O 2.444 3.230 -1.207
N 2.520 1.096 0.123
C 3.795 0.825 0.159
C 4.031 -0.471 0.667
C 5.220 -1.069 0.849
C 6.315 -0.587 0.024
C 5.995 0.705 -0.622
C 4.886 1.447 -0.693
H 4.548 2.307 -1.034
H 6.766 1.220 -1.375
Br 7.887 -1.131 0.025
H 5.490 -1.845 1.301
H 3.201 -0.876 1.553
H 1.824 0.932 0.556
H 0.072 3.150 -0.749
H 0.546 3.067 0.939
C -1.250 1.676 1.252
C -1.860 0.104 1.849
H -0.971 -0.402 2.395
H -2.676 0.348 2.283
H -2.139 1.999 0.627
H -0.971 2.148 2.176
H -1.285 0.961 -1.358
H 0.369 0.385 -1.379
H -0.174 -1.186 0.164
H -1.368 -1.331 -1.382
C -4.099 -2.880 0.531
H -4.080 -3.851 -0.160
H -3.434 -2.673 1.111
H -4.992 -2.818 0.898
H -4.811 -2.775 -2.184
H -4.674 -1.114 -2.455
H -5.875 -1.997 -1.465
*
```



| no. | gap between HOMO and LUMO (eV) |
| --- | --- |
| 1 | 2.51 |
| 2 | 9.33 |
| 3 | 7.60 |